No. 1
The molecule C5H11ClN2 at a distorted geometry, computed with ωB97M-V/def2-TZVPD.

```
! RIJCOSX wB97M-V def2-TZVPD def2/J DEFGRID3
* xyz 0 1
C 0.064 -1.706 -0.311
C 0.371 -0.140 -0.290
Cl 2.118 0.021 -0.724
C -0.414 0.469 -1.472
N -1.825 0.178 -1.508
C 0.052 0.463 1.061
C 1.035 0.617 2.142
N 0.453 1.824 1.495
H 0.258 -2.186 -1.322
H 0.684 -2.168 0.440
H -0.986 -1.882 -0.088
H -0.218 1.598 -1.417
H -0.050 0.134 -2.461
H -2.327 0.104 -0.649
H -2.078 -0.576 -2.157
H -1.014 0.303 1.281
H 0.666 0.503 3.152
H 2.066 0.277 1.984
H 1.146 2.164 0.843
*
```

Properties
- E_HOMO (Eh) = -0.3398
- HOMO-LUMO gap (eV) = 10.09

No. 2
A structure of composition C5H11ClN2 at a distorted geometry, computed with ωB97M-V/def2-TZVPD.

```
! RIJCOSX wB97M-V def2-TZVPD def2/J DEFGRID3
* xyz 0 3
C -2.004 0.323 0.291
C -2.394 1.713 0.305
C 2.097 -0.161 0.944
C 1.195 -0.375 -1.484
C 1.492 -0.981 -0.170
N -0.806 -0.016 0.535
N -0.186 -1.109 0.665
Cl -0.928 -2.643 -0.153
H -2.643 -0.495 -0.084
H -3.156 1.899 1.153
H -3.002 2.075 -0.634
H -1.546 2.325 0.612
H 1.802 0.848 0.686
H 1.714 -0.569 1.971
H 3.212 -0.297 1.058
H 0.220 -0.591 -1.755
H 1.851 -0.744 -2.311
H 1.255 0.795 -1.378
H 1.827 -1.998 -0.251
*
```

Properties
- expectation value of S² = 2.027
- E_HOMO (spin up / spin down) (Eh) = -0.1992 / -0.3392
- HOMO-LUMO gap (spin up / spin down) (eV) = 6.34 / 6.94

No. 3
A structure of composition C5H11CrF3NO12S3 at a distorted geometry, computed with ωB97M-V/def2-TZVPD.

```
! RIJCOSX wB97M-V def2-TZVPD def2/J DEFGRID3
* xyz -3 5
Cr 0.156 -0.676 -0.148
S 0.432 -2.678 -1.857
O 1.383 -1.715 -1.412
O -0.786 -2.102 -1.347
O 0.502 -2.915 -3.311
O 0.694 -3.932 -1.109
S 0.360 -3.121 2.133
O -0.378 -2.790 3.353
O 0.354 -1.951 1.310
O 1.747 -3.373 2.566
O -0.239 -4.189 1.378
C 3.279 2.324 1.931
F 4.557 2.148 2.188
F 2.697 3.268 2.755
F 3.154 2.779 0.658
S 2.380 0.688 2.119
O 3.411 -0.384 2.284
O 1.529 0.837 3.318
O 1.576 0.515 0.897
C -3.700 1.124 -0.225
C -2.292 0.550 -0.454
C -1.520 1.119 -1.681
O -0.254 0.542 -1.907
C 0.694 1.152 -2.688
N -1.460 0.624 0.708
H -4.087 1.694 -1.070
H -3.702 1.664 0.722
H -4.416 0.318 -0.066
H -2.536 -0.460 -0.784
H -1.385 2.189 -1.521
H -2.132 1.130 -2.583
H 1.459 0.409 -2.914
H 1.195 1.950 -2.139
H 0.265 1.481 -3.634
H -1.102 1.533 0.964
H -1.838 0.250 1.566
*
```

Properties
- expectation value of S² = 6.008
- E_HOMO (spin up / spin down) (Eh) = 0.1193 / 0.1080
- HOMO-LUMO gap (spin up / spin down) (eV) = 2.86 / 3.04

No. 4
A structure of composition C5H11F3GaO, computed with ωB97M-V/def2-TZVPD.

```
! RIJCOSX wB97M-V def2-TZVPD def2/J DEFGRID3
* xyz -1 1
C -2.114 1.877 -0.131
O -2.412 0.574 -0.561
C -1.251 -0.277 -0.506
C -1.024 -0.839 0.897
C 0.453 -1.032 1.302
Ga 1.784 -1.420 -0.187
C 2.391 0.463 -0.903
F 3.748 0.672 -1.003
F 1.914 0.829 -2.148
F 1.965 1.503 -0.087
H -3.043 2.379 0.141
H -1.466 1.881 0.751
H -1.614 2.443 -0.924
H -0.387 0.299 -0.837
H -1.452 -1.076 -1.214
H -1.566 -1.780 1.011
H -1.511 -0.137 1.584
H 0.798 -0.162 1.865
H 0.522 -1.879 1.992
H 1.154 -2.197 -1.437
H 3.112 -2.119 0.392
*
```

Properties
- E_HOMO (Eh) = -0.1857
- HOMO-LUMO gap (eV) = 8.65

No. 5
The molecule C5H11FN2 at a distorted geometry, computed with ωB97M-V/def2-TZVPD.

```
! RIJCOSX wB97M-V def2-TZVPD def2/J DEFGRID3
* xyz 0 1
N 2.132 0.100 1.692
C 0.693 0.093 1.655
C 0.149 -1.123 0.833
N 0.066 -0.293 -0.349
C -1.082 -0.526 -1.208
C -0.981 0.446 -2.387
F -2.155 0.209 -3.172
C 0.185 0.920 0.467
H 2.531 1.019 2.071
H 2.543 -0.590 2.289
H 0.202 0.340 2.614
H -0.854 -1.382 1.145
H 0.762 -2.014 0.832
H -1.049 -1.548 -1.569
H -2.055 -0.396 -0.705
H -1.008 1.488 -2.048
H -0.093 0.250 -2.972
H -0.851 1.320 0.682
H 0.867 1.687 0.131
*
```

Properties
- E_HOMO (Eh) = -0.3168
- HOMO-LUMO gap (eV) = 9.63

No. 6
A cluster of 2 separate species, C5H11FO6P in total at a distorted geometry, computed with ωB97M-V/def2-TZVPD.

```
! RIJCOSX wB97M-V def2-TZVPD def2/J DEFGRID3
* xyz -1 1
C -1.729 -2.567 0.099
C -1.091 -1.743 -1.069
C -0.812 -0.282 -0.643
O 0.467 -0.273 0.010
C 1.112 0.939 -0.066
O 2.092 0.972 0.971
C 3.025 -0.023 0.777
O 3.131 -0.915 1.526
P 0.054 2.441 0.278
O -0.763 2.241 1.496
O -0.833 2.883 -1.025
O 1.135 3.675 0.463
H -1.532 -3.628 -0.047
H -1.239 -2.279 1.023
H -2.800 -2.409 0.142
H -0.104 -2.188 -1.248
H -1.693 -1.789 -1.980
H -1.580 0.018 0.076
H -0.835 0.347 -1.539
H 1.671 1.054 -1.015
H 3.701 0.136 -0.073
H -0.311 3.480 -1.568
H 1.790 3.364 1.096
F -2.858 -3.456 2.317
*
```

Properties
- E_HOMO (Eh) = -0.1144
- HOMO-LUMO gap (eV) = 5.15

No. 7
A cluster of 2 separate species, C5H11FSi in total at a distorted geometry, computed with ωB97M-V/def2-TZVPD.

```
! RIJCOSX wB97M-V def2-TZVPD def2/J DEFGRID3
* xyz 0 1
C 0.574 -2.023 0.952
C 0.286 -1.461 -0.185
C 0.830 -3.508 1.118
C -1.143 2.050 0.915
C -0.302 2.261 -2.247
F 1.468 2.458 -0.074
Si 0.082 1.713 -0.486
H 0.637 -1.458 1.873
H 0.201 -1.911 -1.154
H 0.037 -3.955 1.723
H 1.783 -3.665 1.627
H 0.857 -4.000 0.149
H -2.159 2.133 0.539
H -1.131 1.250 1.648
H -0.890 2.977 1.426
H -0.576 3.315 -2.263
H 0.567 2.132 -2.886
H -1.122 1.693 -2.674
*
```

Properties
- E_HOMO (spin up / spin down) (Eh) = -0.2991 / -0.2704
- HOMO-LUMO gap (spin up / spin down) (eV) = 8.20 / 7.50

No. 8
A structure of composition C5H11IN2O2 at a distorted geometry, computed with ωB97M-V/def2-TZVPD.

```
! RIJCOSX wB97M-V def2-TZVPD def2/J DEFGRID3
* xyz 0 1
C -4.054 1.341 -0.242
C 2.286 -0.229 1.334
C 1.658 -1.620 -0.725
C 1.480 -0.334 0.056
C 0.139 0.131 0.398
N -3.759 1.242 0.899
N -0.291 1.189 0.834
O -4.394 1.609 -1.319
O -0.411 0.331 -2.001
I -1.288 -1.450 0.855
H 2.554 -1.232 1.747
H 3.273 0.320 1.385
H 1.703 0.342 1.993
H 0.989 -2.339 -0.342
H 1.371 -1.522 -1.777
H 2.617 -2.088 -0.554
H 1.746 0.542 -0.540
H -1.314 -0.026 -1.837
H -3.898 0.514 1.561
H 0.129 2.089 0.666
H -0.536 1.189 -2.391
*
```

Properties
- E_HOMO (Eh) = -0.3301
- HOMO-LUMO gap (eV) = 9.40

No. 9
The ion C5H11IN3O with charge +1 at a distorted geometry, computed with ωB97M-V/def2-TZVPD.

```
! RIJCOSX wB97M-V def2-TZVPD def2/J DEFGRID3
* xyz 1 1
C 1.740 -0.197 -0.219
C -0.892 1.287 0.221
C -1.979 0.154 -0.089
C 0.140 0.843 1.249
C -1.186 -1.016 -0.790
N 0.987 -0.292 0.854
N 2.555 0.892 -0.486
N -0.379 -1.966 -0.061
O 1.999 -1.252 -0.944
I -1.104 -2.834 1.601
H -0.333 1.537 -0.699
H -1.543 2.158 0.510
H -2.568 -0.095 0.739
H -2.508 0.448 -0.893
H 0.831 1.644 1.543
H -0.387 0.555 2.091
H -2.016 -1.497 -1.272
H -0.509 -0.530 -1.618
H 2.622 1.546 0.198
H 3.223 0.560 -1.214
H 1.307 -1.943 -0.721
*
```

Properties
- E_HOMO (spin up / spin down) (Eh) = -0.4898 / -0.4906
- HOMO-LUMO gap (spin up / spin down) (eV) = 6.67 / 6.71

No. 10
A cluster of 2 separate species, C5H11IS in total at a distorted geometry, computed with ωB97M-V/def2-TZVPD.

```
! RIJCOSX wB97M-V def2-TZVPD def2/J DEFGRID3
* xyz 0 1
C -1.585 -1.040 1.863
C 0.354 -0.460 -1.982
C -0.432 -1.459 1.005
C 0.963 1.586 -0.360
C -0.051 0.678 -0.946
S 2.507 0.865 0.352
I -2.067 1.470 -0.977
H -1.261 -0.590 2.762
H -2.487 -0.585 1.326
H -2.099 -1.877 2.296
H -0.468 -1.162 -2.119
H 1.137 -0.870 -1.462
H 0.585 0.146 -2.891
H -0.540 -1.992 0.144
H 0.608 -1.259 1.090
H 0.706 2.307 0.292
H 1.218 2.288 -1.200
H 2.909 1.955 0.805
*
```

Properties
- E_HOMO (spin up / spin down) (Eh) = -0.2830 / -0.2880
- HOMO-LUMO gap (spin up / spin down) (eV) = 8.04 / 8.07

No. 11
A structure of composition C5H11LaO4 at a distorted geometry, computed with ωB97M-V/def2-TZVPD.

```
! RIJCOSX wB97M-V def2-TZVPD def2/J DEFGRID3
* xyz 1 2
O -1.339 1.527 -2.102
La 0.482 0.208 -1.968
O 0.988 -1.697 -1.597
C 0.072 -2.561 -1.016
C -0.721 -1.885 0.099
O -1.221 -0.666 -0.446
C -1.590 0.483 0.330
C -0.062 1.197 1.170
O 0.830 1.397 0.101
C 2.032 2.101 0.378
H 0.563 -3.446 -0.565
H -0.654 -2.936 -1.769
H -0.051 -1.640 0.939
H -1.564 -2.492 0.458
H -2.182 0.643 1.249
H -2.616 0.544 -0.073
H 0.323 0.346 1.747
H -0.265 2.105 1.750
H 2.530 2.264 -0.585
H 1.778 3.040 0.887
H 2.666 1.469 1.014
*
```

Properties
- expectation value of S² = 0.755
- E_HOMO (spin up / spin down) (Eh) = -0.4932 / -0.4727
- HOMO-LUMO gap (spin up / spin down) (eV) = 9.59 / 8.72

No. 12
The ion C5H11N with charge -1 at a distorted geometry, computed with ωB97M-V/def2-TZVPD.

```
! RIJCOSX wB97M-V def2-TZVPD def2/J DEFGRID3
* xyz -1 2
C 0.919 -0.691 -0.055
N 0.458 0.731 -0.264
C 0.619 1.119 -1.643
C -0.969 0.694 0.158
C -0.942 -0.246 1.367
C 0.130 -1.291 1.069
H 1.987 -0.521 0.136
H 0.814 -1.225 -1.003
H 0.803 2.189 -1.765
H -0.165 0.783 -2.340
H 1.525 0.611 -2.003
H -1.555 0.193 -0.635
H -1.398 1.683 0.325
H -1.869 -0.684 1.740
H -0.610 0.405 2.193
H 0.637 -1.558 1.999
H -0.384 -2.192 0.721
*
```

Properties
- expectation value of S² = 0.750
- E_HOMO (spin up / spin down) (Eh) = 0.0578 / -0.1761
- HOMO-LUMO gap (spin up / spin down) (eV) = 2.74 / 9.29

no.,E_tot (eV)
1,-20864.9012
2,-20859.1884
3,-100499.8603
4,-67939.6675
5,-11059.6147
6,-29655.9861
7,-15956.6728
8,-20537.8645
9,-19971.1092
10,-24294.3780
11,-14400.8862
12,-6851.2362